A 7-piece molecular cluster, C18H48ClO10 overall at a distorted geometry, computed with ωB97M-V with the def2-TZVPD basis set.

Each atom is followed by the atoms it is bonded to, with distances in Å.
Atoms and positions in Å:
1 Cl 25.0424 3.5078 -22.8293  O2 1.437, O3 1.459, O4 1.454, O5 1.432
2 O 25.6573 4.7198 -23.2976  Cl1 1.437
3 O 24.1983 2.9515 -23.8816  Cl1 1.459
4 O 26.0279 2.4741 -22.5587  Cl1 1.454
5 O 24.3116 3.8819 -21.6562  Cl1 1.432
6 C 26.9270 -0.9707 -22.9844  C7 1.515, H10 1.090, H11 1.090, H12 1.090
7 C 28.4048 -1.3003 -23.0379  C6 1.515, C8 1.515, O9 1.428, H13 1.090
8 C 29.2287 -0.1403 -22.5180  C7 1.515, H14 1.090, H15 1.090, H16 1.090
9 O 28.6204 -2.4424 -22.2090  C7 1.428, H17 0.960
10 H 26.6374 -0.6987 -21.9694  C6 1.090
11 H 26.3189 -1.8338 -23.2552  C6 1.090
12 H 26.7408 -0.1091 -23.6256  C6 1.090
13 H 28.7190 -1.5756 -24.0447  C7 1.090
14 H 28.7963 0.3828 -21.6651  C8 1.090
15 H 29.2346 0.6087 -23.3099  C8 1.090
16 H 30.2157 -0.3753 -22.1197  C8 1.090
17 H 28.3138 -2.1798 -21.3380  O9 0.960
18 C 27.9092 4.6411 -18.4192  C19 1.528, H22 1.090, H23 1.090, H24 1.090
19 C 27.6241 4.4862 -19.9119  C18 1.528, C20 1.532, O21 1.405, H25 1.090
20 C 28.3971 5.4149 -20.8536  C19 1.532, H26 1.090, H27 1.090, H28 1.090
21 O 27.8854 3.1775 -20.3519  C19 1.405, H29 0.960
22 H 27.5155 3.8213 -17.8183  C18 1.090
23 H 27.3959 5.5221 -18.0338  C18 1.090
24 H 28.9660 4.5834 -18.1587  C18 1.090
25 H 26.5421 4.5892 -19.9935  C19 1.090
26 H 28.1237 5.3807 -21.9082  C20 1.090
27 H 29.4786 5.3002 -20.7799  C20 1.090
28 H 28.1164 6.4428 -20.6239  C20 1.090
29 H 27.2957 2.8249 -21.0224  O21 0.960
30 C 24.9815 7.9174 -20.7613  C31 1.558, H34 1.090, H35 1.090, H36 1.090
31 C 25.3048 8.5651 -22.1413  C30 1.558, C32 1.547, O33 1.398, H37 1.090
32 C 25.5701 10.0891 -22.1038  C31 1.547, H38 1.090, H39 1.090, H40 1.090
33 O 26.3848 7.9280 -22.7604  C31 1.398, H41 0.960
34 H 24.8859 6.8321 -20.7924  C30 1.090
35 H 24.0239 8.3578 -20.4836  C30 1.090
36 H 25.6683 8.1584 -19.9499  C30 1.090
37 H 24.4397 8.3590 -22.7715  C31 1.090
38 H 26.3431 10.2771 -21.3586  C32 1.090
39 H 24.7025 10.6370 -21.7360  C32 1.090
40 H 25.8962 10.4641 -23.0739  C32 1.090
41 H 26.0969 7.0123 -22.7724  O33 0.960
42 C 22.3439 6.0194 -25.6917  C43 1.552, H46 1.090, H47 1.090, H48 1.090
43 C 23.3645 6.6987 -26.6434  C42 1.552, C44 1.536, O45 1.445, H49 1.090
44 C 24.1122 5.6986 -27.5387  C43 1.536, H50 1.090, H51 1.090, H52 1.090
45 O 22.7683 7.7440 -27.4430  C43 1.445, H53 0.960
46 H 22.8041 5.1807 -25.1693  C42 1.090
47 H 21.5049 5.5076 -26.1631  C42 1.090
48 H 21.8839 6.6323 -24.9165  C42 1.090
49 H 24.0821 7.0979 -25.9266  C43 1.090
50 H 24.3199 4.7638 -27.0179  C44 1.090
51 H 25.0635 6.1762 -27.7731  C44 1.090
52 H 23.6409 5.3665 -28.4637  C44 1.090
53 H 22.1618 8.1724 -26.8344  O45 0.960
54 C 21.3808 0.9888 -27.5858  C55 1.505, H58 1.090, H59 1.090, H60 1.090
55 C 21.9579 1.7192 -26.4036  C54 1.505, C56 1.530, O57 1.428, H61 1.090
56 C 21.0293 2.4723 -25.4484  C55 1.530, H62 1.090, H63 1.090, H64 1.090
57 O 22.7827 0.8259 -25.6553  C55 1.428, H65 0.960
58 H 20.6832 1.5925 -28.1663  C54 1.090
59 H 20.6818 0.2284 -27.2374  C54 1.090
60 H 22.0550 0.5300 -28.3090  C54 1.090
61 H 22.5626 2.5423 -26.7844  C55 1.090
62 H 20.4112 3.2671 -25.8659  C56 1.090
63 H 21.5235 2.8896 -24.5711  C56 1.090
64 H 20.4109 1.6555 -25.0763  C56 1.090
65 H 23.3249 1.2712 -25.0001  O57 0.960
66 C 21.1310 5.2303 -22.4742  C67 1.530, H70 1.090, H71 1.090, H72 1.090
67 C 20.7221 4.1798 -21.4392  C66 1.530, C68 1.490, O69 1.381, H73 1.090
68 C 20.6965 2.8039 -22.0114  C67 1.490, H74 1.090, H75 1.090, H76 1.090
69 O 21.6175 4.3238 -20.3976  C67 1.381, H77 0.960
70 H 21.0612 6.2267 -22.0379  C66 1.090
71 H 20.4135 5.2542 -23.2944  C66 1.090
72 H 22.0893 5.0981 -22.9765  C66 1.090
73 H 19.7725 4.5435 -21.0466  C67 1.090
74 H 20.5283 2.0655 -21.2274  C68 1.090
75 H 21.6540 2.5229 -22.4499  C68 1.090
76 H 19.9309 2.6609 -22.7739  C68 1.090
77 H 22.4678 4.0807 -20.7712  O69 0.960

Computed properties:
Orbital gap ... 9.8 eV
Energy relative to the best compared isomer or geometry (same formula, charge and spin) ... 78.8 kJ/mol
Highest occupied orbital energy ... -0.2623 Eh
Total energy ... -1926.99840 a.u.
Total charge ... -1
Maximum force ... 0.050 hartree/bohr



A 6-piece molecular cluster, C18H48N2O6 overall at a distorted geometry, computed with ωB97M-V with the def2-TZVPD basis set.

Each atom is followed by the atoms it is bonded to, with distances in Å.
Atoms and positions in Å:
1 O 0.3068 -4.7870 -1.3544  H2 0.960, H3 0.960, H4 0.960
2 H 0.5717 -5.6882 -1.1563  O1 0.960
3 H -0.6306 -4.6867 -1.5357  O1 0.960
4 H 0.4421 -4.2347 -0.5809  O1 0.960
5 O 1.4904 -5.2875 1.6782  H6 0.960, H7 0.960, H8 0.960
6 H 1.1681 -4.4372 1.3703  O5 0.960
7 H 1.1938 -5.6069 2.5335  O5 0.960
8 H 1.2201 -5.9403 1.0284  O5 0.960
9 O -1.8570 -3.1552 1.9475  H10 0.960, H11 0.960, H12 0.960
10 H -1.0165 -3.1360 1.4840  O9 0.960
11 H -1.7078 -3.6823 2.7358  O9 0.960
12 H -2.4812 -3.5337 1.3240  O9 0.960
13 O 0.3849 -3.3206 0.6340  H14 0.977
14 H 0.2609 -2.3900 0.3633  O13 0.977
15 C 0.0251 -0.0500 4.3923  C16 1.659, H26 1.090, H27 1.090, H28 1.090
16 C -0.5933 1.0836 3.3510  C15 1.659, C17 1.566, N21 1.473, C25 1.608
17 C -2.1444 0.9454 3.5187  C16 1.566, C18 1.514, H29 1.090, H30 1.090
18 C -3.0006 2.0941 3.0285  C17 1.514, C19 1.505, H31 1.090, H32 1.090
19 C -2.3846 3.3758 3.5212  C18 1.505, C20 1.575, H33 1.090, H34 1.090
20 C -0.8302 3.6021 3.4023  C19 1.575, N21 1.495, C23 1.493, C24 1.490
21 N -0.0681 2.3814 3.8087  C16 1.473, C20 1.495, O22 1.341
22 O 1.2596 2.5615 3.7494  N21 1.341, H44 0.960
23 C -0.6597 3.9728 1.9658  C20 1.493, H35 1.090, H36 1.090, H37 1.090
24 C -0.5090 4.7823 4.2530  C20 1.490, H38 1.090, H39 1.090, H40 1.090
25 C -0.2453 0.8473 1.7993  C16 1.608, H41 1.090, H42 1.090, H43 1.090
26 H 1.1025 0.0815 4.4926  C15 1.090
27 H -0.3312 -1.0464 4.1310  C15 1.090
28 H -0.4132 0.0838 5.3813  C15 1.090
29 H -2.4416 -0.0578 3.2131  C17 1.090
30 H -2.3581 0.9833 4.5868  C17 1.090
31 H -4.0402 2.0047 3.3436  C18 1.090
32 H -3.0956 2.0408 1.9439  C18 1.090
33 H -2.6647 3.5106 4.5659  C19 1.090
34 H -2.8896 4.2475 3.1052  C19 1.090
35 H -1.1357 4.9059 1.6644  C23 1.090
36 H 0.3972 4.0939 1.7283  C23 1.090
37 H -1.0653 3.1478 1.3800  C23 1.090
38 H -0.7681 4.5675 5.2897  C24 1.090
39 H 0.4599 5.2795 4.2066  C24 1.090
40 H -1.2709 5.5454 4.0941  C24 1.090
41 H 0.4622 1.6061 1.4651  C25 1.090
42 H -1.1178 0.8392 1.1460  C25 1.090
43 H -0.0945 -0.2207 1.6421  C25 1.090
44 H 1.3112 2.8903 2.8490  O22 0.960
45 C -1.0651 -0.8582 -3.0448  C46 1.537, H56 1.090, H57 1.090, H58 1.090
46 C 0.1091 0.0879 -2.7482  C45 1.537, C47 1.569, N51 1.525, C55 1.519
47 C 1.1080 -0.5498 -1.7206  C46 1.569, C48 1.532, H59 1.090, H60 1.090
48 C 2.0946 -1.5787 -2.2813  C47 1.532, C49 1.535, H61 1.090, H62 1.090
49 C 2.7601 -1.0077 -3.5417  C48 1.535, C50 1.615, H63 1.090, H64 1.090
50 C 1.7933 -0.3101 -4.6314  C49 1.615, N51 1.462, C53 1.523, C54 1.648
51 N 0.8811 0.6109 -3.9547  C46 1.525, C50 1.462, O52 1.437
52 O 0.1753 1.3479 -4.9659  N51 1.437, H74 0.960
53 C 2.6353 0.5605 -5.5542  C50 1.523, H65 1.090, H66 1.090, H67 1.090
54 C 1.0772 -1.5193 -5.4913  C50 1.648, H68 1.090, H69 1.090, H70 1.090
55 C -0.5608 1.2404 -2.0206  C46 1.519, H71 1.090, H72 1.090, H73 1.090
56 H -1.7020 -0.6096 -3.8937  C45 1.090
57 H -0.4898 -1.7003 -3.4295  C45 1.090
58 H -1.5090 -1.2677 -2.1374  C45 1.090
59 H 1.5922 0.1941 -1.0880  C47 1.090
60 H 0.4767 -1.2175 -1.1343  C47 1.090
61 H 2.6413 -2.1450 -1.5273  C48 1.090
62 H 1.6382 -2.5269 -2.5653  C48 1.090
63 H 3.4473 -1.7372 -3.9702  C49 1.090
64 H 3.3469 -0.2476 -3.0258  C49 1.090
65 H 2.8759 1.5852 -5.2709  C53 1.090
66 H 2.1428 0.4951 -6.5244  C53 1.090
67 H 3.5023 -0.1001 -5.5487  C53 1.090
68 H 0.0832 -1.3169 -5.8901  C54 1.090
69 H 0.8797 -2.4351 -4.9341  C54 1.090
70 H 1.5151 -1.9614 -6.3862  C54 1.090
71 H -1.0182 0.7175 -1.1806  C55 1.090
72 H 0.1682 1.9874 -1.7064  C55 1.090
73 H -1.2679 1.8133 -2.6204  C55 1.090
74 H 0.4273 2.2360 -4.7024  O52 0.960

Computed properties:
Orbital gap (alpha / beta) ... 4.6 / 6.1 eV
Expectation value of S² ... 0.751
2S+1 ... 2
Highest occupied orbital energy (alpha / beta) ... -0.3063 / -0.3757 Eh
Total energy ... -1274.90392 a.u.
Total charge ... +1
Maximum force ... 0.101 hartree/bohr



A 5-piece molecular cluster, C18H49N3O5 overall at a distorted geometry, computed with ωB97M-V with the def2-TZVPD basis set.

Each atom is followed by the atoms it is bonded to, with distances in Å.
Atoms and positions in Å:
1 C -8.0480 -12.7333 9.9744  O2 1.407, H7 1.089, H8 1.098, H9 1.091
2 O -7.3770 -12.6828 8.7389  C1 1.407, C3 1.418
3 C -6.2575 -11.8125 8.7746  O2 1.418, C4 1.517, H10 1.097, H11 1.103
4 C -5.7126 -11.5780 7.3784  C3 1.517, C5 1.522, N6 1.468, H12 1.098
5 C -6.7037 -10.9009 6.4419  C4 1.522, H13 1.090, H14 1.088, H15 1.093
6 N -5.1738 -12.7795 6.7290  C4 1.468, H16 1.014, H17 1.017
7 H -8.8201 -13.4944 9.8696  C1 1.089
8 H -8.5900 -11.7976 10.1663  C1 1.098
9 H -7.3792 -12.9491 10.8085  C1 1.091
10 H -6.4529 -10.8557 9.2751  C3 1.097
11 H -5.4538 -12.2886 9.3609  C3 1.103
12 H -4.8819 -10.8737 7.5203  C4 1.098
13 H -6.2776 -10.9281 5.4388  C5 1.090
14 H -6.8908 -9.8756 6.7540  C5 1.088
15 H -7.6539 -11.4409 6.4128  C5 1.093
16 H -4.8122 -13.4323 7.4160  N6 1.014
17 H -5.9272 -13.2573 6.2413  N6 1.017
18 C -5.4271 -16.3287 8.6383  O19 1.419, H24 1.092, H25 1.087, H26 1.097
19 O -4.5765 -15.9416 9.7063  C18 1.419, C20 1.401
20 C -5.2872 -15.2187 10.6738  O19 1.401, C21 1.503, H27 1.102, H28 1.105
21 C -4.3847 -14.7151 11.7645  C20 1.503, C22 1.516, N23 1.488, H29 1.098
22 C -5.1790 -14.2181 12.9563  C21 1.516, H30 1.092, H31 1.094, H32 1.091
23 N -3.5807 -13.5728 11.2512  C21 1.488, H33 1.011, H34 1.012
24 H -6.3503 -16.8056 8.9732  C18 1.092
25 H -4.8277 -16.9846 8.0122  C18 1.087
26 H -5.6627 -15.4231 8.0659  C18 1.097
27 H -5.8247 -14.3949 10.1768  C20 1.102
28 H -6.0876 -15.8487 11.1034  C20 1.105
29 H -3.7224 -15.5332 12.0768  C21 1.098
30 H -4.5566 -14.1052 13.8459  C22 1.092
31 H -5.9438 -14.9290 13.2843  C22 1.094
32 H -5.6658 -13.2773 12.6946  C22 1.091
33 H -2.8344 -13.9095 10.6574  N23 1.011
34 H -3.1714 -13.0777 12.0331  N23 1.012
35 C -3.6194 -20.5014 4.8985  O36 1.404, H41 1.099, H42 1.094, H43 1.089
36 O -5.0032 -20.3369 5.0727  C35 1.404, C37 1.406
37 C -5.3760 -19.0201 5.3958  O36 1.406, C38 1.501, H44 1.094, H45 1.106
38 C -5.4204 -18.0879 4.2207  C37 1.501, C39 1.520, N40 1.474, H46 1.094
39 C -5.7529 -16.6827 4.6956  C38 1.520, H47 1.091, H48 1.095, H49 1.089
40 N -6.4039 -18.4917 3.2003  C38 1.474, H50 1.016, H51 1.016
41 H -3.0888 -20.5271 5.8604  C35 1.099
42 H -3.1514 -19.7195 4.2929  C35 1.094
43 H -3.4580 -21.4590 4.4050  C35 1.089
44 H -6.3564 -19.0194 5.8810  C37 1.094
45 H -4.7017 -18.5788 6.1537  C37 1.106
46 H -4.4494 -18.0272 3.7213  C38 1.094
47 H -5.1227 -16.3493 5.5213  C39 1.091
48 H -6.7903 -16.6213 5.0395  C39 1.095
49 H -5.6381 -15.9734 3.8767  C39 1.089
50 H -6.4001 -19.5050 3.1211  N40 1.016
51 H -7.3371 -18.2568 3.5267  N40 1.016
52 C -10.0956 -14.9067 7.7596  C53 1.511, H56 1.093, H57 1.089, H58 1.095
53 C -9.3858 -14.6647 6.4474  C52 1.511, C54 1.526, O55 1.419, H59 1.093
54 C -9.9748 -13.4482 5.7389  C53 1.526, H60 1.085, H61 1.096, H62 1.095
55 O -7.9869 -14.5027 6.6239  C53 1.419, H63 0.969
56 H -10.2894 -13.9503 8.2529  C52 1.093
57 H -9.5350 -15.5679 8.4180  C52 1.089
58 H -11.0808 -15.3560 7.5986  C52 1.095
59 H -9.4904 -15.5072 5.7594  C53 1.093
60 H -9.4787 -13.2547 4.7939  C54 1.085
61 H -9.9159 -12.5842 6.4113  C54 1.096
62 H -11.0507 -13.5887 5.5907  C54 1.095
63 H -7.7756 -13.7481 7.1948  O55 0.969
64 C -10.6205 -13.2337 2.0114  C65 1.521, H68 1.095, H69 1.090, H70 1.092
65 C -11.4965 -12.0871 1.5317  C64 1.521, C66 1.527, O67 1.432, H71 1.090
66 C -10.8670 -11.3762 0.3360  C65 1.527, H72 1.092, H73 1.094, H74 1.091
67 O -12.8081 -12.5547 1.1991  C65 1.432, H75 0.962
68 H -10.4184 -13.9536 1.2108  C64 1.095
69 H -11.0909 -13.7881 2.8230  C64 1.090
70 H -9.6399 -12.8759 2.3332  C64 1.092
71 H -11.5968 -11.3322 2.3115  C65 1.090
72 H -11.4925 -10.5400 0.0174  C66 1.092
73 H -10.7599 -12.0234 -0.5400  C66 1.094
74 H -9.8794 -10.9934 0.5992  C66 1.091
75 H -12.7210 -13.0998 0.4110  O67 0.962

Computed properties:
Orbital gap ... 9.8 eV
Highest occupied orbital energy ... -0.3327 Eh
Total energy ... -1255.61719 a.u.
SMILES string ... COC[C@H](C)N.COC[C@H](C)N.COC[C@H](C)N.CC(C)O.CC(C)O
Maximum force ... 0.021 hartree/bohr